The following is a quantum chemistry calculation of C44H55IrP2 as an isolated structure, from the Open Molecules 2025 dataset.

Computed properties:
Relative energy (zero: lowest compared OMol25 entry of this formula, charge and spin) ... 0.0 kcal per mole
E ... -67909.52316 eV
Gap between HOMO and LUMO (spin up / spin down) ... 0.20108 / 0.20047 Eh
E_LUMO (spin up / spin down) ... -10.7 / -10.7 eV
Largest force on an atom ... 0.55 eV/A

Structure (ORCA input):
```
! wB97M-V def2-TZVPD RIJCOSX def2/J DEFGRID3
* xyz 3 2
Ir 0.5633 -0.5364 -0.6916
C 2.1610 0.1222 0.7302
C 1.6655 0.6410 1.9569
C 1.8268 2.2014 1.8697
C 2.5938 2.4190 0.7724
C 2.8837 1.1843 0.0642
C 3.8493 1.0419 -1.0500
C 4.6259 -0.2833 -0.9020
C 4.8200 2.2225 -1.1257
C 3.0102 0.9839 -2.3564
C 1.2007 3.3113 2.6894
C 1.5282 4.6658 2.0417
C -0.3358 3.1426 2.6299
C 1.7208 3.4139 4.1398
C 1.5078 -0.2189 3.1716
C 2.8156 0.1514 3.9734
C 1.5744 -1.7087 2.8534
C 0.2663 0.0035 4.0475
H 2.5102 -0.9142 0.6722
H 2.9338 3.3790 0.4178
H 5.1465 -0.3366 0.0564
H 5.3765 -0.3357 -1.6915
H 3.9707 -1.1532 -1.0070
H 5.4057 2.3232 -0.2106
H 4.3063 3.1643 -1.3280
H 5.5159 2.0519 -1.9484
H 2.2842 0.1651 -2.3157
H 3.7135 0.8104 -3.1729
H 2.4880 1.9246 -2.5374
H 1.1669 4.7222 1.0138
H 2.6011 4.8749 2.0656
H 1.0297 5.4560 2.6031
H -0.6939 3.3115 1.6096
H -0.7997 3.8963 3.2704
H -0.6808 2.1640 2.9626
H 2.8077 3.5230 4.1477
H 1.4474 2.5915 4.7902
H 1.3003 4.3182 4.5819
H 3.7117 -0.0277 3.3749
H 2.8421 -0.5205 4.8353
H 2.8128 1.1753 4.3326
H 2.5341 -2.0173 2.4278
H 0.7718 -1.9782 2.1678
H 1.4415 -2.2707 3.7776
H 0.1312 1.0219 4.3774
H 0.3600 -0.6215 4.9362
H -0.6281 -0.3147 3.5048
C -2.3981 -0.1577 0.9793
C -2.3990 0.9226 -0.1292
P -1.1409 0.7109 -1.4719
C -0.7643 2.3851 -2.0454
C -1.4329 2.9378 -3.1362
C -1.1489 4.2368 -3.5337
C -0.1850 4.9790 -2.8658
C 0.4844 4.4307 -1.7784
C 0.1895 3.1423 -1.3635
C -1.9835 -0.0014 -2.9237
C -3.3293 -0.3631 -2.9459
C -3.9010 -0.8636 -4.1111
C -3.1337 -1.0006 -5.2610
C -1.7924 -0.6303 -5.2498
C -1.2206 -0.1376 -4.0901
C -3.1892 -1.4380 0.6316
P -2.3160 -2.9832 1.0485
C -3.3130 -4.3954 0.8501
C -2.8283 -5.5518 0.1898
C -3.6408 -6.6569 0.0873
C -4.9176 -6.6426 0.6568
C -5.3922 -5.5193 1.3369
C -4.5962 -4.4042 1.4493
C -0.8303 -3.0528 0.0438
C -0.7908 -2.2242 -1.1364
C 0.3438 -2.2563 -2.0037
C 1.4685 -3.0384 -1.5976
C 1.4318 -3.7438 -0.4262
C 0.2667 -3.7816 0.3957
H -2.8184 0.2622 1.8907
H -1.3521 -0.4012 1.1967
H -2.1633 1.8937 0.3057
H -3.3781 1.0450 -0.5903
H -2.1751 2.3686 -3.6814
H -1.6779 4.6666 -4.3746
H 0.0458 5.9862 -3.1905
H 1.2353 5.0190 -1.2636
H 0.6881 2.7174 -0.5102
H -3.9602 -0.2390 -2.0764
H -4.9500 -1.1296 -4.1221
H -3.5820 -1.3820 -6.1698
H -1.2000 -0.7155 -6.1523
H -0.1820 0.1823 -4.0967
H -3.4020 -1.5255 -0.4375
H -4.1519 -1.4602 1.1387
H -1.8416 -5.5546 -0.2538
H -3.2938 -7.5386 -0.4356
H -5.5457 -7.5206 0.5740
H -6.3771 -5.5343 1.7842
H -4.9506 -3.5412 2.0017
H -1.7323 -1.8874 -1.5468
H 0.2431 -1.9226 -3.0294
H 2.3326 -3.1068 -2.2480
H 2.2911 -4.3395 -0.1375
H 0.2726 -4.3853 1.2971
*
```

---

The following is a quantum chemistry calculation of C44H55N2P2PdSSi4Te2 as an isolated structure, from the Open Molecules 2025 dataset.

Computed properties:
Relative energy (zero: lowest compared OMol25 entry of this formula, charge and spin) ... 0.0 kcal per mole
E ... -128491.50654 eV
Gap between HOMO and LUMO (spin up / spin down) ... 0.18772 / 0.22031 Eh
E_LUMO (spin up / spin down) ... 2.2 / 1.8 eV
Largest force on an atom ... 3.01 eV/A

Structure (ORCA input):
```
! wB97M-V def2-TZVPD RIJCOSX def2/J DEFGRID3
* xyz -1 3
Pd -3.8098 17.6613 15.9006
S -2.9773 15.6443 16.8089
C -4.1670 15.9930 18.0009
C -4.4960 15.2951 19.1526
C -5.4170 15.8853 20.0325
C -6.0263 17.1033 19.7320
C -5.7088 17.6786 18.5094
N -4.8223 17.1589 17.6781
H -4.0218 14.3191 19.3351
H -5.6566 15.3593 20.9404
H -6.7648 17.5788 20.3968
H -6.1329 18.6271 18.2103
Te -3.1473 17.8390 10.6295
C -1.5731 16.6377 9.6933
C -0.7216 15.9239 10.5541
C 0.1631 14.9641 10.0058
N 0.2893 14.8169 8.7018
C -0.5731 15.4065 7.8983
C -1.5330 16.3525 8.3020
C -3.3014 17.1209 12.5855
P -2.6516 18.0851 13.9127
C -2.0204 19.6333 13.1844
C -2.7813 20.8080 12.8442
C -2.1429 21.7703 12.0837
C -0.7782 21.6626 11.7439
C -0.0517 20.5795 12.1854
C -0.6766 19.5213 12.8644
C -1.2304 17.6722 14.9971
C -0.6259 18.6068 15.8904
C 0.5571 18.2596 16.5826
C 1.3253 17.1690 16.1278
C 0.7911 16.3218 15.1914
C -0.4968 16.4897 14.7092
P -5.0290 16.7960 12.9494
C -5.2602 15.5006 14.1702
C -6.3648 15.4188 15.0394
C -6.7436 14.1581 15.4845
C -6.0511 13.0120 15.0912
C -4.9539 13.1053 14.2414
C -4.5624 14.3580 13.8023
C -5.8686 16.1362 11.5012
C -7.2356 16.4251 11.2057
C -7.8377 15.7681 10.1531
C -7.0991 14.8901 9.3513
C -5.7647 14.6735 9.5826
C -5.1561 15.2471 10.6955
H -0.7765 16.0899 11.6194
H 0.7673 14.3155 10.6442
H -0.5157 15.1818 6.8200
H -2.1871 16.8074 7.5905
H -3.8137 20.9052 13.2453
H -2.6708 22.6777 11.7603
H -0.3315 22.4147 11.0938
H 1.0473 20.5337 12.0670
H -0.1055 18.5953 13.0319
H -1.0960 19.5574 16.0540
H 0.9052 18.7928 17.4501
H 2.3521 16.9812 16.4578
H 1.3598 15.3975 14.8958
H -0.9027 15.7327 14.0012
H -6.8818 16.3238 15.3215
H -7.6406 14.0314 16.1180
H -6.3947 12.0525 15.4596
H -4.3311 12.2446 13.9509
H -3.7488 14.4248 13.0583
H -7.8107 17.0478 11.8865
H -8.8970 15.9628 9.8764
H -7.6094 14.2970 8.5910
H -5.1864 14.0493 8.8800
H -4.0980 15.0207 10.9517
C -5.5326 22.9470 16.3085
Si -7.3379 22.5919 15.9951
C -8.2574 24.1599 15.6838
C -8.1752 21.6675 17.4058
Si -7.4384 21.3227 14.0118
Te -5.6467 19.1533 14.1506
Si -9.5215 20.2259 13.8647
C -9.6204 19.0985 15.3745
C -9.8371 19.2388 12.3260
C -10.8783 21.4942 13.9312
Si -6.6860 22.5625 12.1738
C -8.1157 23.4511 11.3764
C -5.5040 23.8863 12.8250
C -5.8643 21.5384 10.8153
H -5.4272 23.4704 17.3013
H -5.0682 23.5958 15.5140
H -4.8812 22.0780 16.3309
H -7.8083 25.0501 16.1984
H -9.2716 24.1299 16.1336
H -8.4119 24.4285 14.6220
H -7.8682 22.1135 18.3770
H -7.9324 20.5810 17.3426
H -9.2830 21.8040 17.3141
H -8.6084 18.6378 15.5625
H -10.3156 18.2773 15.2995
H -9.8848 19.7175 16.2273
H -9.0581 19.4777 11.5719
H -10.8305 19.3728 11.8623
H -9.7486 18.1392 12.5286
H -10.8009 22.2546 14.7677
H -11.8235 20.9642 14.0719
H -10.9379 22.0301 12.9859
H -8.8805 23.8153 12.1135
H -8.6328 22.7756 10.6743
H -7.7555 24.3519 10.8072
H -6.0152 24.5857 13.5177
H -5.1963 24.5117 11.9179
H -4.6081 23.3781 13.2395
H -6.5041 21.2344 9.9730
H -5.3644 20.6728 11.2512
H -5.0527 22.1482 10.3646
*
```

---

The following is a quantum chemistry calculation of C44H57BHfIN9OS5 as an isolated structure, from the Open Molecules 2025 dataset.

Computed properties:
Relative energy (zero: lowest compared OMol25 entry of this formula, charge and spin) ... 19.4 kcal per mole
E ... -126241.27704 eV
Gap between HOMO and LUMO ... 0.20749 Eh
E_LUMO ... -10.8 eV
Largest force on an atom ... 1.70 eV/A

Structure (ORCA input):
```
! wB97M-V def2-TZVPD RIJCOSX def2/J DEFGRID3
* xyz 4 1
Hf -1.2223 1.2872 1.4690
C -3.7238 0.9745 -3.3473
C -2.2927 0.5954 -3.2564
C -1.4639 0.5491 -4.3557
C -0.1092 0.1648 -4.2039
N 0.3064 -0.2921 -3.0496
N -0.4977 -0.3266 -1.9911
B 0.0297 -1.3422 -0.9998
N 1.5364 -1.3432 -0.8858
N 2.1654 -2.3089 -1.5495
C 3.4741 -2.3387 -1.5895
C 4.2343 -1.3394 -0.9292
C 3.6024 -0.3593 -0.2046
C 4.3264 0.6942 0.5501
C 2.1785 -0.3886 -0.1898
S 1.3278 0.7901 0.7356
C 4.1347 -3.4463 -2.3638
C 5.1270 -4.1830 -1.4533
C 3.0919 -4.4335 -2.8817
C 4.8889 -2.8174 -3.5446
N -0.7660 -1.8017 0.1716
N -0.7229 -2.6255 -0.9150
C -1.1175 -3.8810 -0.8919
C -1.4505 -4.3773 0.3878
C -1.3652 -3.6149 1.5421
C -1.5964 -4.2140 2.8744
C -1.0333 -2.2264 1.4138
S -1.0193 -1.1071 2.6933
C -1.2940 -4.6832 -2.1424
C -2.7867 -5.0719 -2.1934
C -0.9306 -3.8577 -3.3756
C -0.4180 -5.9438 -2.0866
C -1.7331 0.2151 -2.0038
S -2.6390 0.3550 -0.5386
C 0.8997 0.1377 -5.3255
C 2.2476 0.6553 -4.8039
C 0.4589 0.9734 -6.5265
C 1.0440 -1.3369 -5.7448
H -4.0954 0.8361 -4.3593
H -3.8643 2.0200 -3.0771
H -4.3215 0.3788 -2.6615
H -1.8467 0.7994 -5.3341
H 5.3120 -1.3530 -0.9939
H 5.3924 0.6592 0.3487
H 4.1635 0.5617 1.6201
H 3.9507 1.6839 0.2905
H 4.6330 -4.5825 -0.5710
H 5.9439 -3.5423 -1.1356
H 5.5544 -5.0155 -2.0037
H 2.5544 -4.8777 -2.0482
H 3.5819 -5.2281 -3.4345
H 2.3869 -3.9410 -3.5452
H 5.6769 -2.1515 -3.2056
H 4.2101 -2.2628 -4.1875
H 5.3458 -3.6086 -4.1317
H -1.7482 -5.4105 0.4661
H -1.9900 -5.2232 2.7827
H -2.2763 -3.6107 3.4732
H -0.6575 -4.2581 3.4311
H -3.4255 -4.1902 -2.1960
H -3.0769 -5.7073 -1.3617
H -2.9675 -5.6266 -3.1096
H -1.5740 -2.9845 -3.4659
H -1.0619 -4.4643 -4.2666
H 0.1050 -3.5339 -3.3309
H -0.6376 -6.5633 -1.2235
H 0.6334 -5.6734 -2.0684
H -0.5956 -6.5400 -2.9761
H 2.1834 1.7144 -4.5643
H 3.0073 0.5299 -5.5704
H 2.5553 0.1098 -3.9148
H 0.1947 1.9849 -6.2258
H -0.3805 0.5212 -7.0475
H 1.2778 1.0419 -7.2381
H 1.4320 -1.9292 -4.9200
H 1.7344 -1.3992 -6.5810
H 0.0910 -1.7531 -6.0622
S 0.8391 3.7946 7.3822
C 0.3434 3.3729 5.7956
C 0.8707 2.1809 5.2447
C 0.4956 1.7634 3.9981
N -0.3952 2.4333 3.2136
C -0.8934 3.5805 3.7404
C -0.5569 4.0802 4.9716
C 0.0538 5.3896 7.7038
C -1.1273 5.4542 8.4267
C -1.6155 6.7228 8.7368
N -0.9861 7.8132 8.3662
C 0.1402 7.7632 7.6962
C 0.7165 6.5489 7.3322
H 1.5775 1.6037 5.8214
H 0.9252 0.8606 3.5733
H -1.6003 4.1267 3.1253
H -0.9832 5.0142 5.3020
H -1.6440 4.5707 8.7686
H -2.5242 6.8581 9.3054
H 0.6072 8.7065 7.4519
H 1.6574 6.5207 6.8067
I -3.5878 3.5564 0.8315
C -1.7921 4.1526 -0.1417
C -1.7313 5.3488 -0.8278
C -0.5412 5.6745 -1.4674
C 0.5121 4.7717 -1.3991
C 0.3514 3.6055 -0.6725
N -0.7823 3.2775 -0.0253
H -2.5847 6.0101 -0.8647
H -0.4468 6.6064 -2.0025
H 1.4513 4.9791 -1.8898
H 1.1652 2.8944 -0.5927
C -5.2003 -0.0220 3.3882
S -4.1190 1.3885 3.7102
C -3.5159 0.8775 5.3406
O -2.8905 1.0856 2.7907
H -4.6735 -0.9523 3.5778
H -5.5334 0.0245 2.3541
H -6.0693 0.0629 4.0353
H -4.3593 0.8506 6.0234
H -2.7973 1.6073 5.7004
H -3.0487 -0.1003 5.2735
*
```